This record from the OMol25 dataset describes the molecule C25H33N3O3S at a distorted geometry. The level of theory is wB97M-V/def2-TZVPD.

Calculated values
Relative energy (zero: lowest compared OMol25 entry of this formula, charge and spin) in kcal per mole: 11.8
LUMO energy in eV: 0.3
E_HOMO in eV: -8.705

XYZ file:
```
65
Properties=species:S:1:pos:R:3:lowdin_charge:R:1
C 0.607 2.636 -1.427 -0.093
H 1.561 3.157 -1.491 0.078
C 0.033 2.747 -0.019 -0.228
C 0.999 2.166 1.015 -0.194
N 0.349 1.689 2.232 -0.180
C 1.319 1.067 3.126 -0.215
H 0.800 0.829 4.058 0.110
H 2.131 1.777 3.374 0.122
C 1.946 -0.223 2.593 -0.230
C 0.901 -1.233 2.143 -0.092
H 0.232 -1.484 2.964 0.080
H 1.377 -2.148 1.799 0.065
H 0.317 -0.823 1.323 0.052
H 2.620 -0.008 1.763 0.084
H 2.549 -0.650 3.397 0.110
C -0.374 2.747 2.933 -0.190
H 0.313 3.338 3.563 0.123
C -1.521 2.221 3.803 -0.158
C -2.730 1.759 2.995 -0.172
N -2.393 0.668 2.109 0.082
C -2.818 0.625 0.829 -0.477
O -3.607 1.414 0.347 0.072
C -2.196 -0.493 0.047 -0.122
C -1.693 -0.204 -1.214 0.065
C -0.971 -1.159 -1.918 -0.218
C -0.822 -2.422 -1.356 -0.272
C -1.388 -2.743 -0.140 -0.043
C -2.067 -1.774 0.576 -0.025
H -2.498 -2.011 1.537 0.123
H -1.262 -3.748 0.234 0.115
S 0.219 -3.633 -2.229 1.045
O 0.238 -4.831 -1.394 -0.494
C 1.631 -2.612 -1.701 -0.290
C 2.483 -3.078 -0.720 -0.064
C 3.536 -2.285 -0.298 -0.071
C 3.735 -1.041 -0.876 -0.070
C 2.890 -0.589 -1.875 -0.010
C 1.814 -1.367 -2.287 -0.135
C 0.950 -0.889 -3.408 -0.422
O 1.431 -0.521 -4.461 0.092
N -0.393 -0.854 -3.168 -0.008
C -1.286 -0.395 -4.221 -0.174
C -2.212 -1.519 -4.669 -0.057
H -2.853 -1.168 -5.473 0.076
H -1.632 -2.366 -5.029 0.079
H -2.840 -1.850 -3.843 0.075
H -0.652 -0.067 -5.046 0.120
H -1.873 0.455 -3.862 0.120
H 3.054 0.369 -2.345 0.123
H 4.560 -0.423 -0.555 0.108
H 4.203 -2.638 0.474 0.111
H 2.302 -4.058 -0.303 0.112
H -1.837 0.785 -1.620 0.125
H -1.595 0.112 2.375 0.112
H -3.126 2.570 2.377 0.123
H -3.524 1.439 3.682 0.122
H -1.844 3.025 4.467 0.115
H -1.175 1.396 4.428 0.101
H -0.805 3.421 2.194 0.110
H 1.783 2.909 1.249 0.133
H 1.487 1.301 0.562 0.104
H -0.912 2.207 0.038 0.085
H -0.168 3.800 0.190 0.107
H -0.072 3.080 -2.151 0.076
H 0.768 1.595 -1.697 0.049
```

=====

This record from the OMol25 dataset describes a cluster of 8 separate species, C31H53FN2O30S8 in total at a distorted geometry. The level of theory is wB97M-V/def2-TZVPD.

Calculated values
Relative energy (zero: lowest compared OMol25 entry of this formula, charge and spin) in kcal per mole: 0.0
LUMO energy in eV: -0.4
E_HOMO in eV: -8.399

XYZ file:
```
125
Properties=species:S:1:pos:R:3:lowdin_charge:R:1
C -2.315 -5.315 0.413 0.094
C -1.704 -4.674 -0.396 -0.121
C -0.964 -3.813 -1.323 -0.171
C -1.806 -2.630 -1.877 -0.179
C -1.108 -1.289 -1.601 -0.135
C -2.012 -0.035 -1.650 -0.263
C -2.723 -0.078 -3.008 -0.107
C -3.432 1.200 -3.440 -0.190
F -4.591 0.868 -4.138 -0.049
C -1.104 1.253 -1.580 -0.175
C 0.411 1.141 -1.303 -0.095
C 0.753 0.822 0.131 -0.193
N 1.341 1.613 0.927 0.116
N -1.736 2.105 -0.562 0.158
C -2.721 1.546 0.057 0.031
C -2.959 0.166 -0.416 -0.283
C -4.504 0.079 -0.607 -0.366
S -5.078 -1.553 -1.144 0.954
C -6.579 -1.150 -2.061 -0.522
C -7.847 -1.244 -1.208 -0.155
C -2.633 -0.630 0.896 -0.632
O -2.385 -1.819 0.866 0.079
O -2.669 0.154 1.897 -0.025
H -2.684 -5.912 1.212 0.040
H -0.624 -4.441 -2.148 0.111
H -0.089 -3.454 -0.780 0.119
H -1.936 -2.768 -2.950 0.104
H -2.782 -2.667 -1.406 0.048
H -0.378 -1.140 -2.400 0.091
H -0.603 -1.376 -0.644 0.094
H -1.966 -0.303 -3.763 0.122
H -3.448 -0.888 -3.037 0.095
H -3.683 1.881 -2.624 0.109
H -2.793 1.759 -4.131 0.112
H -1.145 1.844 -2.500 0.148
H 0.878 0.460 -2.013 0.103
H 0.846 2.125 -1.512 0.120
H 0.496 -0.154 0.542 0.117
H 1.580 2.492 0.462 0.068
H -1.473 3.061 -0.363 0.179
H -3.295 2.064 0.807 0.163
H -4.946 0.295 0.368 0.096
H -4.886 0.840 -1.293 0.076
H -6.504 -0.144 -2.480 0.064
H -6.659 -1.859 -2.883 0.059
H -8.706 -0.927 -1.807 0.071
H -8.026 -2.265 -0.878 0.068
H -7.789 -0.571 -0.352 0.065
C -4.386 -7.251 -2.729 -0.149
C -4.517 -6.987 -1.243 -0.169
O -4.970 -5.629 -1.178 -0.197
S -5.908 -5.304 -2.419 0.578
O -7.271 -5.424 -2.044 -0.218
O -5.425 -4.120 -3.034 -0.245
O -5.513 -6.573 -3.309 -0.187
H -3.471 -6.816 -3.135 0.134
H -4.435 -8.308 -2.977 0.134
H -3.575 -7.073 -0.710 0.098
H -5.269 -7.631 -0.783 0.136
C -0.710 0.556 4.242 -0.144
C 0.289 1.548 3.693 -0.176
O 0.993 2.020 4.863 -0.210
S 1.114 0.831 5.924 0.583
O 2.389 0.217 5.778 -0.230
O 0.677 1.309 7.186 -0.221
O 0.019 -0.127 5.288 -0.179
H -1.570 1.057 4.689 0.135
H -1.058 -0.156 3.500 0.111
H -0.180 2.389 3.193 0.127
H 1.006 1.083 3.017 0.087
C 4.203 1.667 3.452 -0.143
C 5.595 1.811 4.021 -0.132
O 6.431 1.981 2.857 -0.178
S 5.633 2.780 1.736 0.578
O 5.968 4.162 1.803 -0.242
O 5.735 2.071 0.512 -0.221
O 4.174 2.601 2.350 -0.208
H 4.030 0.661 3.066 0.143
H 3.428 1.923 4.166 0.107
H 5.913 0.948 4.600 0.100
H 5.681 2.710 4.637 0.111
C 7.138 0.209 8.873 -0.170
C 6.518 -1.105 9.304 -0.146
O 6.023 -1.660 8.071 -0.181
S 6.966 -1.226 6.860 0.605
O 7.858 -2.275 6.527 -0.208
O 6.146 -0.603 5.880 -0.230
O 7.771 -0.087 7.622 -0.182
H 6.387 0.978 8.701 0.116
H 7.880 0.576 9.577 0.139
H 5.691 -0.980 9.997 0.136
H 7.258 -1.785 9.730 0.133
C 0.524 -0.459 -7.345 -0.140
C 1.264 -1.766 -7.501 -0.151
O 1.883 -1.967 -6.226 -0.178
S 0.955 -1.407 -5.065 0.589
O 0.210 -2.478 -4.506 -0.212
O 1.720 -0.542 -4.236 -0.219
O -0.015 -0.530 -5.995 -0.198
H 1.197 0.398 -7.412 0.142
H -0.272 -0.352 -8.075 0.114
H 2.036 -1.724 -8.263 0.141
H 0.588 -2.598 -7.704 0.138
C -3.773 2.870 -8.913 -0.150
C -3.205 2.596 -7.540 -0.153
O -1.992 1.864 -7.801 -0.201
S -1.342 2.376 -9.167 0.584
O -0.326 3.324 -8.886 -0.211
O -1.079 1.240 -9.977 -0.223
O -2.619 3.160 -9.714 -0.181
H -4.273 1.993 -9.327 0.137
H -4.448 3.720 -8.930 0.138
H -3.860 2.000 -6.919 0.130
H -2.945 3.523 -7.023 0.136
C 5.264 5.221 5.910 -0.155
C 6.735 5.508 5.686 -0.147
O 7.296 5.472 7.010 -0.182
S 6.527 4.391 7.898 0.598
O 7.246 3.166 7.882 -0.220
O 6.141 4.999 9.117 -0.209
O 5.257 4.221 6.942 -0.193
H 4.729 6.100 6.273 0.136
H 4.770 4.829 5.024 0.127
H 6.916 6.483 5.245 0.139
H 7.212 4.735 5.080 0.132
```

=====

This record from the OMol25 dataset describes a cluster of 2 separate species, C4H11NO2 in total at a distorted geometry. The level of theory is wB97M-V/def2-TZVPD.

Calculated values
Relative energy (zero: lowest compared OMol25 entry of this formula, charge and spin) in kcal per mole: 65.9
LUMO energy in eV: 0.7
Structure (SMILES): CN[C@H](C)C=O.O
E_HOMO in eV: -8.479

XYZ file:
```
18
Properties=species:S:1:pos:R:3:lowdin_charge:R:1
C -0.742 -0.415 -1.130 -0.087
N 0.124 -1.004 -0.045 -0.084
C -1.042 -0.961 2.231 -0.066
C 0.211 -0.694 1.333 -0.379
C 0.564 0.831 1.597 -0.254
O 1.316 1.236 2.417 0.056
H -1.797 -0.327 -0.838 0.079
H -0.531 -1.020 -2.015 0.071
H -0.301 0.535 -1.475 0.061
H 1.024 -0.798 -0.361 0.075
H -0.971 -0.592 3.309 0.102
H -1.122 -1.958 2.394 0.014
H -2.137 -0.686 1.901 0.110
H 0.961 -1.294 1.885 0.147
H -0.095 1.594 0.911 0.155
H -0.489 0.688 -5.665 0.063
H -0.350 1.626 -4.471 0.016
O 0.058 0.852 -4.848 -0.078
```

=====

This record from the OMol25 dataset describes a cluster of 2 separate species, C10H15N2O in total at a distorted geometry. The level of theory is wB97M-V/def2-TZVPD.

Calculated values
Relative energy (zero: lowest compared OMol25 entry of this formula, charge and spin) in kcal per mole: 72.3
LUMO energy in eV: -4.5
Charge: +1
E_HOMO in eV: -12.718

XYZ file:
```
28
Properties=species:S:1:pos:R:3:lowdin_charge:R:1
C 2.929 -0.625 0.098 -0.079
C 2.588 -0.119 1.322 -0.032
C 1.974 -0.753 -0.937 -0.150
C 1.188 -0.071 1.831 0.022
C -1.864 0.709 0.602 -0.413
C 0.937 0.109 -1.071 -0.016
C -3.145 0.258 -0.008 -0.086
C -3.306 -1.271 0.126 -0.142
C -1.816 -1.715 0.311 -0.100
C 0.108 -0.457 1.205 0.063
N -1.165 -0.512 0.878 0.019
N 2.298 2.424 -1.311 0.031
O -1.461 1.758 0.927 0.202
H 3.980 -0.852 -0.217 0.145
H 3.343 0.027 2.016 0.086
H 2.215 -1.593 -1.592 0.120
H 1.041 0.072 2.937 0.169
H 3.294 2.647 -1.335 0.052
H 0.198 0.180 -1.894 0.100
H -4.056 0.791 0.471 0.168
H -3.245 0.537 -1.092 0.148
H -3.955 -1.462 0.980 0.112
H -3.719 -1.824 -0.779 0.143
H -1.998 -2.542 1.090 0.151
H -1.315 -2.266 -0.535 0.146
H 2.037 2.114 -2.255 0.051
H 1.850 3.287 -1.196 0.015
H 1.065 1.146 -0.573 0.078
```

=====

Question: Look up the LUMO energy of the first one.
Answer: 0.3 eV